*i*
{
  "formula": "C2H3N2O2",
  "method": "wB97M-V/def2-TZVPD",
  "elements": ["C", "C", "N", "N", "O", "O", "H", "H", "H"],
  "positions_angstrom": [[-0.805, -2.068, -0.680], [0.613, 1.596, 0.494], [-0.723, -0.330, -0.141], [0.392, 0.088, 0.064], [-0.880, -2.110, -1.875], [-0.821, -2.807, 0.296], [0.899, 1.466, 1.595], [-0.166, 2.239, 0.465], [1.492, 1.926, -0.217]],
  "mulliken_charge": [0.685, -0.805, -0.469, 0.035, -0.604, -0.644, 0.180, 0.419, 0.203],
  "total_charge": -1,
  "homo_ev": -2.69,
  "gap_ha": 0.254
}

*ii*
{
  "formula": "C2H3N2O2",
  "method": "wB97M-V/def2-TZVPD",
  "elements": ["C", "C", "N", "N", "O", "O", "H", "H", "H"],
  "positions_angstrom": [[-0.911, 0.722, -0.016], [-1.408, -0.530, 0.004], [0.377, 1.096, -0.029], [2.388, 0.076, 0.322], [3.159, -0.838, -0.039], [1.191, -0.003, -0.276], [-1.562, 1.590, 0.026], [-0.763, -1.391, -0.011], [-2.471, -0.723, 0.020]],
  "mulliken_charge": [0.002, -0.787, -0.766, 0.114, -0.434, 0.081, 0.336, 0.220, 0.234],
  "total_charge": -1,
  "homo_ev": [-2.25, -2.25],
  "gap_ha": [0.256, 0.256]
}

Short version: *i*, *ii*, most stable first.

*i*
{
  "formula": "C4H27N2O11",
  "method": "wB97M-V/def2-TZVPD",
  "elements": ["N", "C", "C", "C", "O", "C", "N", "O", "H", "H", "H", "H", "H", "H", "H", "H", "H", "H", "H", "O", "H", "H", "O", "H", "H", "O", "H", "H", "O", "H", "H", "O", "H", "H", "O", "H", "H", "O", "H", "H", "O", "H", "H", "O"],
  "positions_angstrom": [[1.523, -2.154, -1.054], [0.073, -2.255, -1.364], [-0.731, -1.118, -0.720], [-0.927, -1.381, 0.790], [0.157, -1.170, 1.595], [0.014, -2.257, -2.904], [-0.926, -1.400, -3.466], [0.807, -2.843, -3.598], [1.651, -1.952, -0.089], [1.928, -1.371, -1.558], [-0.204, -3.245, -0.919], [-1.733, -1.112, -1.253], [-0.251, -0.140, -0.808], [-1.240, -2.423, 0.975], [-1.751, -0.668, 1.037], [-1.023, -1.389, -4.500], [-1.470, -0.667, -3.057], [-0.119, 3.379, 1.566], [0.551, 2.840, 2.870], [0.099, 3.612, 2.490], [-3.849, -1.970, 1.232], [-4.909, -0.749, 1.417], [-4.721, -1.619, 1.085], [0.912, 0.581, 3.570], [0.120, -0.136, 2.319], [0.181, 0.806, 2.994], [-0.175, -1.584, 3.178], [-0.701, -2.850, 3.947], [-0.537, -1.915, 4.050], [1.941, -0.449, 0.937], [3.347, -0.794, 1.422], [2.854, -0.123, 0.949], [-2.674, 2.121, -0.576], [-1.509, 2.500, -1.594], [-2.343, 2.001, -1.460], [0.263, 3.254, -0.932], [-0.575, 4.571, -0.631], [-0.667, 3.629, -0.765], [3.397, 1.566, 0.480], [3.907, 2.931, 0.848], [3.280, 2.514, 0.249], [2.328, 3.048, -1.149], [1.538, 1.743, -1.308], [1.515, 2.656, -1.624]],
  "mulliken_charge": [-0.682, 0.387, -0.098, -0.922, -0.903, 0.195, -0.314, -0.599, 0.198, 0.326, 0.297, 0.411, -0.131, 0.333, 0.270, 0.236, 0.153, 0.331, 0.359, -0.648, 0.354, 0.312, -0.658, 0.255, 0.502, -0.808, 0.448, 0.243, -0.705, 0.350, 0.238, -0.664, 0.254, 0.399, -0.669, 0.450, 0.250, -0.730, 0.330, 0.275, -0.632, 0.432, 0.296, -0.723],
  "total_charge": -1,
  "homo_ev": -5.69,
  "gap_ha": 0.305
}

*ii*
{
  "formula": "C4H27N2O11",
  "method": "wB97M-V/def2-TZVPD",
  "elements": ["O", "C", "N", "C", "C", "N", "C", "O", "H", "H", "H", "H", "H", "H", "H", "H", "H", "H", "H", "O", "H", "H", "O", "H", "H", "O", "H", "H", "O", "H", "H", "O", "H", "H", "O", "H", "H", "O", "H", "H", "O", "H", "H", "O"],
  "positions_angstrom": [[0.554, 2.631, -1.694], [0.646, 1.562, -1.046], [1.722, 1.584, -0.222], [2.229, 0.495, 0.553], [-0.423, 0.541, -1.046], [-0.875, -0.035, 0.202], [-0.833, -1.524, 0.218], [0.390, -2.047, -0.112], [2.305, 2.357, -0.449], [3.287, 0.603, 0.661], [2.182, -0.496, 0.125], [1.751, 0.300, 1.515], [-1.248, 0.998, -1.587], [-0.156, -0.330, -1.652], [-0.465, 0.386, 1.024], [-1.637, -1.821, -0.475], [-1.143, -1.760, 1.245], [-0.138, 4.187, -0.998], [-1.044, 4.079, 0.169], [-0.535, 4.741, -0.289], [0.257, -2.335, -1.610], [0.954, -3.264, -2.707], [0.376, -2.502, -2.608], [0.775, -1.867, 2.818], [0.028, -2.140, 4.078], [-0.066, -1.625, 3.274], [-0.579, 0.215, -4.006], [-0.514, 1.499, -3.337], [-0.250, 1.106, -4.187], [-0.075, 0.316, 3.249], [-1.355, 1.241, 3.159], [-0.398, 1.216, 3.101], [2.603, -2.220, 1.520], [1.093, -2.529, 0.965], [1.743, -2.542, 1.817], [-2.476, -0.747, 2.257], [-1.918, -1.169, 3.622], [-2.702, -0.821, 3.172], [-4.335, 1.108, -0.203], [-3.086, 0.763, -0.966], [-3.994, 1.035, -1.103], [2.654, -0.095, -3.432], [1.913, -0.775, -2.530], [2.779, -0.319, -2.486]],
  "mulliken_charge": [-0.934, 0.559, 0.001, -0.975, -0.690, 0.220, -0.837, -0.817, 0.293, 0.540, 0.167, 0.216, 0.383, 0.076, 0.124, 0.205, 0.657, 0.469, 0.291, -0.683, 0.378, 0.277, -0.716, 0.360, 0.230, -0.596, 0.334, 0.293, -0.672, 0.376, 0.332, -0.682, 0.257, 0.365, -0.841, 0.319, 0.404, -0.690, 0.300, 0.377, -0.693, 0.331, 0.328, -0.637],
  "total_charge": -1,
  "homo_ev": -6.03,
  "gap_ha": 0.323
}

Short version: *ii*, *i*, most stable first.

*i*
{
  "formula": "C4H10OS",
  "method": "wB97M-V/def2-TZVPD",
  "elements": ["C", "C", "C", "C", "O", "S", "H", "H", "H", "H", "H", "H", "H", "H", "H", "H"],
  "positions_angstrom": [[-0.627, -0.641, -0.527], [0.408, -1.540, -1.244], [1.480, 1.977, 0.869], [-1.308, -1.085, 0.720], [-1.940, 1.597, -0.469], [-1.079, 0.730, -1.297], [0.775, -1.027, -2.202], [1.144, -1.882, -0.588], [-0.113, -2.457, -1.712], [1.534, 2.070, 1.956], [0.448, 1.593, 0.529], [2.307, 1.350, 0.573], [-1.705, -0.157, 1.177], [-2.161, -1.704, 0.514], [-0.682, -1.777, 1.305], [1.520, 2.956, 0.395]],
  "mulliken_charge": [0.697, -1.222, -0.795, -1.219, -0.547, 0.269, 0.331, 0.330, 0.313, 0.263, 0.036, 0.240, 0.359, 0.349, 0.323, 0.273],
  "total_charge": 0,
  "homo_ev": -8.97,
  "gap_ha": 0.334
}

*ii*
{
  "formula": "C4H10OS",
  "method": "wB97M-V/def2-TZVPD",
  "elements": ["C", "C", "S", "H", "H", "H", "H", "H", "H", "O", "C", "C", "H", "H", "H", "H"],
  "positions_angstrom": [[-1.429, -0.374, -0.069], [-2.506, -0.830, -1.176], [-1.834, -1.031, -3.002], [-1.806, -0.116, 0.976], [-0.796, 0.365, -0.529], [-0.714, -1.080, 0.258], [-3.165, -1.698, -1.028], [-3.225, -0.014, -1.356], [-0.868, -1.903, -2.578], [1.360, 1.059, -0.377], [1.484, 1.025, 0.905], [2.894, 0.959, 1.458], [0.655, 0.696, 1.628], [3.638, 1.157, 0.652], [3.081, 0.044, 2.054], [3.231, 1.742, 2.185]],
  "mulliken_charge": [-0.959, -0.693, -0.214, 0.345, 0.337, 0.391, 0.391, 0.285, 0.117, -0.503, 0.403, -0.966, 0.219, 0.292, 0.249, 0.307],
  "total_charge": 0,
  "homo_ev": -8.88,
  "gap_ha": 0.343
}

*iii*
{
  "formula": "C4H10OS",
  "method": "wB97M-V/def2-TZVPD",
  "elements": ["C", "C", "S", "H", "H", "H", "H", "H", "H", "C", "C", "O", "H", "H", "H", "H"],
  "positions_angstrom": [[2.980, 0.919, -0.709], [1.626, 0.261, -0.460], [0.422, -0.119, -1.851], [3.289, 0.747, -1.772], [2.991, 1.923, -0.395], [3.894, 0.543, -0.091], [0.995, 0.582, 0.356], [1.900, -0.738, -0.176], [0.646, -1.353, -1.499], [-3.096, -1.233, 1.126], [-2.022, -0.284, 1.068], [-2.396, 1.048, 0.797], [-3.368, -2.122, 1.843], [-3.869, -0.918, 0.429], [-0.963, -0.264, 1.351], [-3.029, 1.007, -0.018]],
  "mulliken_charge": [-0.981, -0.410, -0.207, 0.286, 0.303, 0.261, 0.282, 0.319, 0.137, -0.638, 0.183, -0.459, 0.222, 0.124, 0.263, 0.314],
  "total_charge": 0,
  "homo_ev": -8.63,
  "gap_ha": 0.347
}

Short version: *i*, *ii*, *iii*, most stable first.

*i*
{
  "formula": "C4H10OS",
  "method": "wB97M-V/def2-TZVPD",
  "elements": ["C", "C", "C", "C", "H", "H", "H", "H", "H", "H", "H", "H", "H", "H", "O", "S"],
  "positions_angstrom": [[1.748, -1.167, 0.238], [0.435, -0.759, -0.160], [0.051, 0.789, -0.355], [-1.344, 0.818, -0.823], [2.004, -0.402, 0.979], [2.668, -1.196, -0.611], [1.598, -2.134, 0.844], [-0.081, -1.184, -1.053], [-0.558, -0.958, 1.682], [0.644, 1.057, -1.232], [-1.404, 1.081, -1.972], [-1.925, -0.248, -0.533], [-2.052, 1.923, -0.235], [-1.469, 2.216, 1.063], [-0.457, -1.463, 0.856], [0.142, 1.628, 1.313]],
  "mulliken_charge": [-0.995, -0.306, 0.340, -0.997, 0.256, 0.262, 0.303, 0.411, 0.337, 0.327, 0.236, 0.215, 0.195, 0.190, -0.541, -0.233],
  "total_charge": 0,
  "homo_ev": -9.33,
  "gap_ha": 0.340
}

*ii*
{
  "formula": "C4H10OS",
  "method": "wB97M-V/def2-TZVPD",
  "elements": ["C", "C", "C", "C", "H", "H", "H", "H", "H", "H", "H", "H", "H", "H", "O", "S"],
  "positions_angstrom": [[2.361, -0.928, 0.212], [0.580, 0.809, 0.146], [-0.510, -0.007, -0.137], [-1.842, 0.585, 0.246], [2.066, -1.942, -0.717], [1.961, -1.392, 1.330], [3.578, -0.651, -0.049], [0.651, 1.060, 1.152], [0.456, 1.647, -0.520], [-0.426, -0.302, -1.236], [-0.502, -1.029, 0.232], [-1.903, 1.539, -0.323], [-1.756, 0.756, 1.378], [-3.323, -0.011, -1.404], [1.883, 0.331, -0.331], [-3.275, -0.465, 0.022]],
  "mulliken_charge": [-0.577, -0.664, -0.318, -0.746, 0.173, 0.250, 0.240, 0.432, 0.316, 0.258, 0.424, 0.322, 0.287, 0.143, -0.327, -0.213],
  "total_charge": 0,
  "homo_ev": -9.21,
  "gap_ha": 0.362
}

*iii*
{
  "formula": "C4H10OS",
  "method": "wB97M-V/def2-TZVPD",
  "elements": ["C", "C", "S", "H", "H", "H", "H", "H", "H", "C", "C", "O", "H", "H", "H", "H"],
  "positions_angstrom": [[-0.840, -1.443, -1.002], [-1.456, -0.071, -1.181], [-0.380, 0.970, -2.276], [-0.818, -1.974, -1.949], [0.153, -1.363, -0.562], [-1.471, -2.038, -0.330], [-1.690, 0.473, -0.269], [-2.411, -0.196, -1.698], [0.742, 0.409, -1.763], [1.158, 1.762, 1.579], [0.887, 0.479, 1.667], [1.954, -0.405, 1.482], [0.513, 2.567, 1.898], [2.101, 2.086, 1.158], [-0.020, 0.009, 2.022], [1.578, -1.266, 1.223]],
  "mulliken_charge": [-0.905, -0.406, -0.207, 0.360, 0.090, 0.301, 0.299, 0.358, 0.101, -0.675, 0.036, -0.515, 0.251, 0.226, 0.352, 0.332],
  "total_charge": 0,
  "homo_ev": -8.99,
  "gap_ha": 0.358
}

Short version: *iii*, *ii*, *i*, most stable first.

*i*
{
  "formula": "C4H8NS",
  "method": "wB97M-V/def2-TZVPD",
  "elements": ["C", "C", "C", "C", "N", "S", "H", "H", "H", "H", "H", "H", "H", "H"],
  "positions_angstrom": [[-1.753, 0.273, -0.575], [-0.504, -0.008, -0.234], [-2.276, -1.175, -0.290], [1.411, 1.161, -0.176], [2.059, 0.245, 0.699], [-0.568, -1.748, 0.043], [-2.295, 1.088, -1.042], [-2.751, -1.372, 0.607], [-2.900, -1.558, -1.136], [1.082, 2.001, 0.302], [1.926, 1.217, -1.107], [2.974, 0.656, 1.190], [2.162, -0.658, 0.201], [1.432, -0.121, 1.519]],
  "mulliken_charge": [-0.638, 0.276, -0.409, -0.601, -0.390, -0.151, 0.367, 0.305, 0.342, 0.412, 0.338, 0.396, 0.366, 0.388],
  "total_charge": 1,
  "homo_ev": -12.59,
  "gap_ha": 0.308
}

*ii*
{
  "formula": "C4H8NS",
  "method": "wB97M-V/def2-TZVPD",
  "elements": ["C", "C", "C", "C", "N", "S", "H", "H", "H", "H", "H", "H", "H", "H"],
  "positions_angstrom": [[-0.129, 0.870, -1.892], [-1.062, -0.712, -0.008], [0.154, -0.114, -0.751], [-0.213, 0.308, 0.686], [0.794, -0.199, 1.629], [0.827, 0.863, -3.124], [-1.001, 1.553, -1.566], [-2.041, -0.595, -0.331], [-1.006, -1.684, 0.331], [1.071, -0.759, -0.966], [-0.633, 1.322, 0.808], [0.437, 0.066, 2.551], [1.745, 0.168, 1.398], [1.057, -1.086, 1.236]],
  "mulliken_charge": [-0.265, -0.644, 0.030, -0.308, -0.201, -0.221, 0.222, 0.306, 0.233, 0.380, 0.377, 0.355, 0.367, 0.369],
  "total_charge": 1,
  "homo_ev": -12.35,
  "gap_ha": 0.309
}

*iii*
{
  "formula": "C4H8NS",
  "method": "wB97M-V/def2-TZVPD",
  "elements": ["C", "C", "C", "C", "N", "S", "H", "H", "H", "H", "H", "H", "H", "H"],
  "positions_angstrom": [[-0.476, -0.046, -0.395], [-0.510, 2.362, -1.249], [0.409, -1.010, 1.813], [0.651, -0.889, -0.736], [0.627, -0.225, 0.584], [-2.004, 2.338, -2.036], [0.009, -0.317, 2.495], [-0.300, -1.884, 1.716], [1.487, -1.333, 1.940], [1.315, -0.479, -1.583], [0.624, -1.901, -0.740], [-1.326, -0.700, -0.121], [1.363, 0.499, 0.760], [-1.869, 3.584, -2.449]],
  "mulliken_charge": [-0.383, 0.091, -0.831, -0.358, -0.024, 0.092, 0.348, 0.313, 0.345, 0.247, 0.304, 0.266, 0.351, 0.239],
  "total_charge": 1,
  "homo_ev": [-13.21, -13.44],
  "gap_ha": [0.300, 0.318]
}

Short version: *ii*, *i*, *iii*, most stable first.

*i*
{
  "formula": "C4H8NS",
  "method": "wB97M-V/def2-TZVPD",
  "elements": ["C", "C", "C", "C", "N", "S", "H", "H", "H", "H", "H", "H", "H", "H"],
  "positions_angstrom": [[-2.536, -1.373, -0.023], [-1.445, -0.874, -0.010], [0.674, 1.083, -1.053], [0.513, -0.006, -0.145], [0.347, 0.471, 1.317], [1.799, -1.278, -0.201], [-3.536, -1.836, 0.279], [1.740, 1.175, -1.545], [0.406, 2.128, -0.689], [0.074, 0.982, -1.934], [-0.654, 0.454, 1.676], [0.675, -0.202, 1.911], [0.752, 1.347, 1.377], [1.192, -2.070, -0.960]],
  "mulliken_charge": [0.012, -0.620, -1.199, 0.674, -0.389, -0.124, 0.368, 0.335, 0.412, 0.338, 0.357, 0.328, 0.302, 0.205],
  "total_charge": 1,
  "homo_ev": -14.34,
  "gap_ha": 0.335
}

*ii*
{
  "formula": "C4H8NS",
  "method": "wB97M-V/def2-TZVPD",
  "elements": ["C", "C", "C", "C", "N", "S", "H", "H", "H", "H", "H", "H", "H", "H"],
  "positions_angstrom": [[-0.254, -0.473, 0.150], [-1.363, -1.086, -0.236], [0.962, -0.919, 0.885], [-0.188, 0.853, -0.558], [-0.392, 1.953, 0.133], [2.278, -0.088, -0.071], [-1.924, -0.480, -1.004], [-1.708, -2.082, -0.170], [0.948, -0.482, 1.880], [0.916, -1.947, 1.019], [-0.206, 0.851, -1.667], [2.131, -0.800, -1.144], [-0.415, 1.847, 1.121], [-0.786, 2.853, -0.339]],
  "mulliken_charge": [0.587, -0.962, -0.558, -0.328, -0.242, -0.145, 0.275, 0.372, 0.323, 0.445, 0.455, 0.183, 0.275, 0.320],
  "total_charge": 1,
  "homo_ev": -13.83,
  "gap_ha": 0.330
}

Short version: *ii*, *i*, most stable first.